ORCA calculation (ωB97M-V/def2-TZVPD) on a gas-phase ion, C9H21N2O (charge +1) at a distorted geometry.

Calculated values
Largest force on an atom (eV/A): 4.2
SMILES: CC[N+](CC)(CC)ON=C(C)C
Highest occupied orbital energy (eV): -13.6
Kohn-Sham gap (eV): 11.343
Charge: +1
Energy relative to the best compared isomer or geometry (same formula, charge and spin) (eV): 3.896

CARTESIAN COORDINATES (ANGSTROEM)
C  1.00  0.40  2.23
C  2.33  0.92  2.69
C  0.16  -0.26  3.21
C  -2.50  -0.90  -0.12
C  0.59  -2.19  -2.02
C  -0.19  2.55  -1.58
C  -1.73  -0.28  -1.29
C  0.47  -1.29  -0.83
C  0.33  1.07  -1.82
N  0.78  0.73  1.02
N  -0.29  0.02  -0.91
O  -0.48  0.49  0.47
H  2.88  0.22  3.47
H  2.92  1.02  1.86
H  2.14  1.89  3.07
H  0.62  -1.25  3.34
H  -0.89  -0.40  2.83
H  0.16  0.34  4.11
H  -1.94  -1.51  0.50
H  -2.94  -0.07  0.43
H  -3.43  -1.62  -0.41
H  1.23  -1.75  -2.74
H  1.04  -3.07  -1.64
H  -0.32  -2.49  -2.52
H  0.43  3.40  -1.88
H  -1.18  2.79  -1.99
H  -0.24  2.70  -0.52
H  -2.21  0.59  -1.67
H  -1.59  -0.99  -2.14
H  1.45  -1.07  -0.41
H  0.02  -1.78  0.00
H  1.34  0.94  -1.88
H  0.02  0.84  -2.88

Charges computed using Löwdin, reported in e: number 1, C, carries -0.38; number 2, C, carries -0.01; number 3, C, carries -0.01; number 4, C, carries -0.05; number 5, C, carries -0.03; number 6, C, carries -0.03; number 7, C, carries -0.11; number 8, C, carries -0.16; number 9, C, carries -0.09; number 10, N, carries 0.09; number 11, N, carries -0.18; number 12, O, carries -0.09; number 13, H, carries 0.15; number 14, H, carries 0.05; number 15, H, carries 0.08; number 16, H, carries 0.11; number 17, H, carries 0.10; number 18, H, carries 0.10; number 19, H, carries 0.03; number 20, H, carries 0.08; number 21, H, carries 0.15; number 22, H, carries 0.08; number 23, H, carries 0.09; number 24, H, carries 0.08; number 25, H, carries 0.09; number 26, H, carries 0.08; number 27, H, carries 0.05; number 28, H, carries 0.12; number 29, H, carries 0.12; number 30, H, carries 0.13; number 31, H, carries 0.11; number 32, H, carries 0.09; number 33, H, carries 0.15